{
  "formula": "CH3Cl2FSi",
  "method": "ωB97M-V with the def2-TZVPD basis set",
  "total_charge": 0,
  "de_lowest_kj_mol": 593.8,
  "e_homo_ev": -9.595,
  "symbols": ["C", "F", "Si", "Cl", "Cl", "H", "H", "H"],
  "xyz": [[0.609819, -0.572898, -0.344692], [1.809701, -0.853834, 0.282122], [-0.403425, 0.559240, 0.777329], [-1.880469, 0.746354, -1.937303], [0.587890, 2.190322, 1.272081], [0.594472, -0.460471, -1.440591], [0.011552, -1.381627, -0.223174], [-1.329539, -0.227086, 1.614227]],
  "forces_ev_per_angstrom": [[0.2763, 1.9529, 0.0278], [0.6221, 0.0949, -0.2496], [-0.3749, -0.7635, -3.5445], [0.8583, -0.0176, 2.1504], [-0.2265, 0.5068, 0.5034], [0.7002, 0.7471, 0.5625], [-1.8783, -3.1945, 0.3245], [0.0226, 0.6738, 0.2257]]
}